# 1
{"formula": "H2N3O2S", "method": "ωB97M-V with the def2-TZVPD basis set", "species": ["N", "N", "N", "O", "O", "S", "H", "H"], "coordinates": [[-0.95018, -1.12260, -3.43394], [0.47191, 0.39406, 0.01717], [-1.06431, -0.99698, -2.15917], [-1.92771, -1.45237, -1.37731], [-0.02310, -0.25441, -3.77037], [0.33063, 0.23692, -1.82286], [1.18265, -0.26347, 0.36234], [-0.34625, 0.34865, 0.52387]], "e_tot_ha": -714.02518, "e_above_lowest_kj_mol": 162.9, "charge": -1, "homo_energy_ev": -3.44}

=====

# 2
{"formula": "C8H10Cl4O5", "method": "ωB97M-V with the def2-TZVPD basis set", "species": ["C", "C", "C", "O", "C", "C", "C", "O", "O", "O", "H", "H", "H", "H", "O", "H", "H", "C", "Cl", "Cl", "H", "H", "C", "Cl", "Cl", "H", "H"], "coordinates": [[1.15068, 0.95309, -1.35534], [2.48284, 1.20726, -1.55030], [3.12824, 1.14073, -2.91014], [4.26834, 1.52456, -3.15622], [2.19217, 0.49020, -3.88389], [0.88488, 0.20319, -3.68300], [0.20197, 0.56405, -2.47649], [-1.01818, 0.56749, -2.35654], [0.13509, -0.36277, -4.67804], [3.22696, 1.72323, -0.50216], [0.77333, 1.00492, -0.34474], [2.54729, 0.13847, -4.84127], [-0.80268, -0.41683, -4.47990], [4.14148, 1.82432, -0.77609], [-4.93541, -3.16076, -5.85080], [-5.83741, -2.87482, -5.70634], [-5.01789, -4.04922, -6.19732], [2.39748, 1.06940, 7.12504], [1.63918, -0.40997, 7.63310], [1.38047, 1.95991, 5.98958], [2.50304, 1.63975, 8.04790], [3.35936, 0.90254, 6.64023], [-3.61969, -1.09790, 3.84465], [-4.58133, -2.31894, 2.97449], [-4.59876, -0.22976, 5.06566], [-2.77313, -1.56039, 4.35213], [-3.22827, -0.43184, 3.07573]], "e_tot_ha": -2527.75847, "e_above_lowest_kj_mol": 0.0, "smiles": "O=C1C=C(O)C(=O)C=C1O.ClCCl.ClCCl.O", "charge": 0, "homo_energy_ev": -9.65}

=====

# 3
{"formula": "C2H5N3O", "method": "ωB97M-V with the def2-TZVPD basis set", "species": ["C", "C", "H", "H", "H", "H", "H", "N", "N", "N", "O"], "coordinates": [[-0.55262, 0.77379, -0.00893], [1.37421, -2.06053, 0.38444], [0.91902, 2.20398, -0.70452], [-0.67844, 2.84117, -0.04646], [-2.34933, 1.20718, 0.02306], [1.25799, -3.20262, 0.04812], [2.37178, -1.53229, 1.28274], [-0.06123, 2.04194, -0.20634], [-1.76335, 0.36424, 0.12690], [0.27992, -1.47110, -0.40714], [0.54527, -0.04282, 0.06877]], "e_tot_ha": -318.52181, "e_above_lowest_kj_mol": 600.4, "charge": 0, "homo_energy_ev": -9.16}

=====

# 4
{"formula": "C6H10O", "method": "ωB97M-V with the def2-TZVPD basis set", "species": ["C", "C", "O", "C", "C", "C", "C", "H", "H", "H", "H", "H", "H", "H", "H", "H", "H"], "coordinates": [[2.19170, 0.82635, -0.08972], [0.80111, 0.33613, 0.11227], [0.25087, 0.18367, 1.29600], [-0.69243, -0.80638, 0.80010], [-2.05864, -0.11286, 0.67335], [-1.60492, 0.37451, -0.70107], [-0.19175, -0.33915, -0.66627], [2.18155, 1.86359, -0.44823], [2.75571, 0.78882, 0.84581], [2.71182, 0.22502, -0.84268], [1.75961, -2.13971, 0.48792], [1.05705, -2.20278, 0.75428], [-2.25574, 0.66235, 1.41680], [-2.88992, -0.82111, 0.65254], [-2.18035, -0.05231, -1.52321], [-1.53133, 1.45530, -0.83456], [0.08704, -0.93703, -1.53143]], "e_tot_ha": -309.65795, "e_above_lowest_kj_mol": 484.2, "charge": 0, "homo_energy_ev": [-7.35, -7.35]}

=====

# 5
{"formula": "C52H94F6N16O4P", "method": "ωB97M-V with the def2-TZVPD basis set", "species": ["C", "C", "N", "C", "C", "N", "C", "C", "H", "H", "H", "H", "H", "H", "H", "H", "H", "H", "H", "C", "C", "N", "C", "C", "N", "C", "C", "H", "H", "H", "H", "H", "H", "H", "H", "H", "H", "H", "C", "C", "N", "C", "C", "N", "C", "C", "H", "H", "H", "H", "H", "H", "H", "H", "H", "H", "H", "C", "C", "N", "C", "C", "N", "C", "C", "H", "H", "H", "H", "H", "H", "H", "H", "H", "H", "H", "C", "C", "N", "C", "C", "N", "C", "C", "H", "H", "H", "H", "H", "H", "H", "H", "H", "H", "H", "C", "C", "N", "C", "C", "N", "C", "C", "H", "H", "H", "H", "H", "H", "H", "H", "H", "H", "H", "C", "C", "N", "C", "C", "N", "C", "C", "H", "H", "H", "H", "H", "H", "H", "H", "H", "H", "H", "C", "C", "N", "C", "C", "N", "C", "C", "H", "H", "H", "H", "H", "H", "H", "H", "H", "H", "H", "C", "C", "O", "O", "H", "H", "H", "C", "C", "O", "O", "H", "H", "H", "P", "F", "F", "F", "F", "F", "F"], "coordinates": [[2.33010, -0.45923, -3.16250], [2.98132, -0.59738, -4.53721], [2.65712, 0.57270, -5.35432], [1.96507, 0.49743, -6.55657], [1.99882, 1.71591, -7.13843], [2.51648, 2.58262, -6.18529], [2.91990, 1.85937, -5.13997], [2.76968, 4.01662, -6.37551], [2.86523, 0.26243, -2.54013], [2.55554, -1.33228, -2.53264], [1.24985, -0.38407, -3.23139], [2.47608, -1.41747, -5.04593], [4.06034, -0.70727, -4.46862], [1.60574, -0.47856, -6.83213], [1.73180, 2.08398, -8.11345], [3.28154, 2.26000, -4.19236], [2.09167, 4.44394, -7.10914], [3.80522, 4.17220, -6.66596], [2.57447, 4.52640, -5.44940], [-1.36996, 0.85527, 8.49292], [-2.52099, 0.90762, 7.50252], [-2.13895, 1.25848, 6.12582], [-2.63451, 0.57746, 5.01176], [-1.85943, 0.97227, 3.98480], [-1.04378, 2.00813, 4.38163], [-1.12406, 2.02987, 5.72517], [-0.00272, 2.63272, 3.56896], [-0.61170, 0.07723, 8.42820], [-1.87985, 0.76818, 9.45855], [-0.88020, 1.81302, 8.68683], [-3.13467, 1.72266, 7.89873], [-3.22598, 0.08044, 7.51075], [-3.41978, -0.14164, 5.16350], [-1.65675, 0.65052, 2.96578], [-0.53758, 2.61454, 6.41579], [0.76850, 3.10660, 4.16928], [-0.45844, 3.33138, 2.87348], [0.48238, 1.82611, 3.01341], [2.61034, -0.83349, 8.58563], [2.99804, -1.76606, 7.44568], [1.92931, -1.87636, 6.44384], [1.60534, -0.86489, 5.55371], [0.47750, -1.30184, 4.92757], [0.09996, -2.49364, 5.47978], [1.10195, -2.90611, 6.26390], [-1.11223, -3.24157, 5.16683], [1.83896, -1.22967, 9.25177], [2.41371, 0.17729, 8.24109], [3.41487, -0.86220, 9.32621], [3.26671, -2.76062, 7.79939], [3.87312, -1.38404, 6.91862], [2.18383, 0.04058, 5.50145], [-0.04266, -0.75412, 4.15698], [1.25668, -3.83999, 6.78001], [-0.89504, -4.30889, 5.12443], [-1.48940, -2.90727, 4.20552], [-1.83956, -3.15072, 5.97206], [1.19734, -5.95559, -1.61168], [1.70844, -4.55334, -1.92972], [3.03594, -4.53695, -2.56631], [4.23786, -4.21066, -1.95325], [5.20223, -4.41083, -2.89119], [4.59611, -4.74274, -4.07613], [3.28175, -4.79562, -3.84267], [5.26064, -5.01238, -5.34804], [1.74889, -6.48399, -0.83833], [0.98202, -6.59406, -2.46960], [0.17048, -5.84117, -1.24236], [1.79040, -3.98373, -1.00780], [1.07721, -4.00923, -2.63011], [4.31369, -3.98789, -0.90514], [6.27027, -4.52408, -2.79569], [2.50514, -4.99067, -4.56499], [5.25560, -6.05881, -5.63927], [6.27828, -4.65656, -5.19582], [4.85098, -4.40218, -6.15052], [-5.69654, 7.91801, 0.53643], [-5.59860, 6.91195, -0.59752], [-5.48992, 5.52321, -0.13783], [-6.47817, 4.82256, 0.50279], [-5.87405, 3.64761, 0.86094], [-4.66952, 3.56726, 0.22719], [-4.43758, 4.73561, -0.38689], [-3.76633, 2.41977, 0.28437], [-4.85715, 7.92184, 1.23450], [-6.56592, 7.76685, 1.17997], [-5.84195, 8.91859, 0.13084], [-4.89796, 7.15287, -1.39147], [-6.58827, 7.00896, -1.05441], [-7.41451, 5.29501, 0.74369], [-6.34685, 2.80470, 1.33721], [-3.54286, 5.04875, -0.89692], [-4.29277, 1.61274, -0.21886], [-3.54558, 2.16950, 1.32109], [-2.82644, 2.61518, -0.22266], [2.27528, -7.08368, 4.33770], [3.26638, -6.79832, 3.21823], [3.02473, -5.45274, 2.64874], [1.96891, -5.07254, 1.83755], [2.01334, -3.72049, 1.71060], [3.29181, -3.36044, 2.06216], [3.84971, -4.40000, 2.70575], [3.80964, -1.97254, 2.04150], [2.33793, -8.13785, 4.60457], [1.26853, -6.84215, 4.00095], [2.58124, -6.54276, 5.23393], [3.15774, -7.54368, 2.43302], [4.27719, -6.78433, 3.61944], [1.26134, -5.85053, 1.59938], [1.37915, -3.09736, 1.08653], [4.78669, -4.34951, 3.23809], [4.74760, -2.01407, 1.49203], [4.02335, -1.70966, 3.07582], [3.10812, -1.26992, 1.60039], [0.97373, 3.69963, -3.45666], [0.53318, 4.47424, -2.22100], [-0.45047, 5.52810, -2.50894], [-0.61512, 6.67688, -1.76414], [-1.59173, 7.38798, -2.39346], [-2.09773, 6.63668, -3.41491], [-1.38508, 5.49788, -3.45589], [-3.11601, 7.13557, -4.34062], [0.21353, 3.28431, -4.11682], [1.62405, 2.92390, -3.04579], [1.65245, 4.27726, -4.05889], [1.41112, 4.93941, -1.77019], [0.16332, 3.78167, -1.46461], [-0.06431, 6.93108, -0.87562], [-1.98863, 8.35574, -2.13309], [-1.43293, 4.78577, -4.26264], [-4.10044, 6.93072, -3.92142], [-3.00382, 6.58578, -5.27123], [-3.01494, 8.20641, -4.48492], [-1.03678, -2.70482, -4.64225], [-2.54546, -2.88905, -4.35628], [-2.78704, -3.35458, -2.98475], [-3.52091, -4.44533, -2.58793], [-3.46292, -4.51771, -1.23574], [-2.83995, -3.35498, -0.82190], [-2.41947, -2.67388, -1.89298], [-2.56443, -2.94016, 0.54542], [-0.52968, -3.63620, -4.37016], [-0.62447, -1.84962, -4.11202], [-0.88559, -2.60690, -5.71617], [-2.93456, -3.66485, -5.00709], [-2.94491, -1.87949, -4.44080], [-3.93065, -5.13438, -3.30758], [-3.92391, -5.17284, -0.51736], [-1.82936, -1.77302, -1.82656], [-1.64915, -3.41806, 0.89544], [-3.37409, -3.27587, 1.19080], [-2.45734, -1.85918, 0.54559], [2.29274, 1.64578, -0.13685], [2.90190, 2.86888, -0.84100], [2.88706, 3.94644, -0.21622], [3.34538, 2.71912, -2.01392], [3.04210, 0.87861, -0.37053], [1.33215, 1.34303, -0.56176], [2.25473, 1.74102, 0.94797], [-0.57054, 0.61197, -0.46711], [0.16979, -0.45275, 0.32525], [0.77129, -1.32946, -0.33716], [-0.12702, -0.48778, 1.56582], [-1.54927, 0.29109, -0.82202], [0.02780, 1.03826, -1.26084], [-0.82066, 1.46970, 0.16686], [-2.85269, 1.48548, -3.51868], [-1.49405, 1.13548, -4.34605], [-2.98961, 2.84609, -4.38563], [-3.82939, 0.71814, -4.52584], [-4.11150, 1.87416, -2.59092], [-2.57084, 0.00470, -2.82711], [-1.89876, 2.21151, -2.41271]], "e_tot_ha": -4153.96044, "e_above_lowest_kj_mol": 0.0, "charge": 5, "homo_energy_ev": -15.50}

=====

# 6
{"formula": "C3H24N3O10P2S", "method": "ωB97M-V with the def2-TZVPD basis set", "species": ["O", "P", "O", "O", "N", "C", "N", "C", "C", "N", "P", "S", "H", "H", "H", "H", "H", "H", "H", "H", "H", "H", "O", "H", "H", "O", "H", "H", "O", "H", "H", "O", "H", "H", "O", "H", "H", "O", "H", "H", "O", "H", "H"], "coordinates": [[1.22544, -0.78339, 3.48527], [0.53487, -1.10154, 2.24263], [-0.58417, -0.06418, 1.87928], [-0.11299, -2.53958, 2.22903], [1.63461, -1.08627, 0.91969], [1.37655, -1.61071, -0.25717], [2.18648, -1.58519, -1.33672], [1.25075, -1.06834, -2.40114], [-0.13420, -1.60015, -1.90798], [0.17231, -2.22303, -0.57066], [0.20959, -3.96516, -0.67047], [1.01457, -4.72229, -2.25065], [-0.68930, 0.52946, 2.63540], [-0.12631, -2.80074, 3.16542], [2.51944, -0.62016, 1.07250], [2.97194, -0.96851, -1.13519], [1.51339, -1.33500, -3.40990], [1.17574, -0.00482, -2.21160], [-0.82069, -0.78821, -1.71744], [-0.56789, -2.31881, -2.59000], [0.85814, -4.36863, 0.50273], [-1.14643, -4.28613, -0.58538], [-0.31249, 1.48058, -3.14882], [-0.81768, 2.19690, -2.74068], [-0.82584, 1.23340, -3.92471], [-0.64911, 3.18840, -0.74403], [-0.39029, 2.65597, 0.01200], [-0.79717, 4.06829, -0.37690], [-2.43106, 5.50780, -1.37340], [-3.33789, 5.71173, -1.62198], [-1.99812, 5.31205, -2.20980], [3.97060, -5.69431, -0.41015], [3.24867, -5.38438, -0.96849], [3.54951, -6.21753, 0.27810], [-0.61166, -5.58764, 2.35456], [-1.56952, -5.67712, 2.31071], [-0.42659, -4.73354, 1.95705], [-1.51960, 5.34421, 1.78480], [-2.00279, 6.05445, 2.22729], [-2.04931, 5.14491, 1.00630], [-2.11155, 7.96801, 2.81798], [-1.26357, 7.95332, 2.36017], [-2.11639, 8.78589, 3.32238]], "e_tot_ha": -2126.13405, "charge": 1, "homo_energy_ev": -12.61}